(1)
{
  "formula": "C21H31N5O3",
  "method": "ωB97M-V/def2-TZVPD",
  "elements": ["C", "C", "N", "N", "C", "C", "N", "O", "O", "C", "H", "H", "H", "C", "H", "H", "C", "O", "N", "C", "H", "C", "N", "C", "H", "C", "H", "H", "H", "C", "C", "C", "C", "C", "C", "H", "H", "C", "C", "C", "H", "H", "C", "H", "H", "H", "H", "H", "H", "H", "H", "H", "H", "H", "H", "H", "H", "H", "H", "H"],
  "positions_angstrom": [[-6.76433, 0.80467, -2.68071], [-6.12383, 1.00580, -1.41589], [-5.02358, 0.33366, -1.28041], [-4.53084, 0.65224, 0.08305], [-5.29267, 1.66099, 0.77124], [-6.28091, 1.68457, -0.16813], [-7.40357, 2.39856, 0.06988], [-8.16523, 2.73282, -1.13698], [-7.58359, 3.11373, 0.90501], [-5.16132, 1.97604, 2.09236], [-4.94748, 0.99519, 2.56360], [-5.88890, 2.53157, 2.23502], [-4.22582, 2.76049, 2.20798], [-3.29997, -0.00154, 0.49781], [-2.90419, -0.58544, -0.19334], [-3.37450, -0.51874, 1.62309], [-2.21281, 1.18199, 0.84367], [-2.41839, 2.25709, 0.51694], [-1.07363, 0.77280, 0.95773], [-0.64092, -0.77535, 1.38167], [-1.06434, -0.90768, 2.26469], [0.94761, -0.98607, 1.49881], [1.46601, -0.28367, 0.26877], [1.31755, 1.06979, 0.37146], [1.16753, 1.71945, -0.94033], [0.02820, 1.70166, 1.18204], [0.40893, 1.83520, 2.42784], [-0.31137, 2.62546, 0.71861], [2.24021, 1.69264, 0.80533], [2.77021, -0.71706, 0.02255], [3.29427, 0.10561, -1.39212], [4.71856, -0.32342, -1.77869], [5.64206, -0.32233, -0.65538], [5.25461, -1.03383, 0.69260], [3.90614, -0.54548, 1.13521], [3.47067, -1.22755, 1.78064], [3.99045, 0.64268, 1.29530], [5.00000, -2.80964, 0.28826], [4.05166, -2.73019, -0.96510], [4.59158, -2.06770, -2.22473], [5.37334, -2.37682, -2.35493], [3.86809, -2.28033, -2.93215], [2.78671, -2.19124, -0.40641], [2.41944, -2.74901, 0.52136], [2.06112, -2.22773, -1.33637], [3.78979, -3.67038, -1.14781], [5.95394, -2.93408, -0.01124], [4.62356, -3.09152, 1.21338], [5.93701, -0.94201, 1.26579], [6.75841, -0.77222, -1.00451], [5.78018, 0.78539, -0.42188], [4.96362, 0.18442, -2.67695], [2.40029, 0.13056, -2.16075], [3.34717, 1.12204, -0.91103], [0.98799, -1.88400, 1.68632], [1.11427, -0.52761, 2.46484], [-0.90747, -1.21306, 0.58122], [-6.10456, 0.10858, -3.35816], [-7.75980, 0.47246, -2.63565], [-6.96714, 1.63758, -3.04444]],
  "forces_ev_per_a": [[2.0, -7.0, 0.5], [2.3, -1.2, 2.7], [2.3, 0.1, 3.4], [0.3, -0.1, -0.9], [1.9, -6.4, -7.7], [-2.3, 1.1, -0.6], [-3.0, 1.2, -12.4], [2.2, -2.6, 3.7], [-1.2, 4.1, 8.4], [9.7, -1.7, 1.3], [-0.5, 1.1, 0.8], [-7.2, 4.5, 3.1], [-1.9, -2.2, -0.1], [-1.7, 4.2, 7.3], [1.3, -2.8, -3.1], [-0.4, 0.6, -3.1], [-6.4, -5.4, -2.8], [-3.2, 8.6, -1.1], [11.2, -6.2, 4.4], [4.2, 6.6, 0.6], [-2.3, -1.3, 3.6], [-4.9, 11.5, -1.7], [-0.7, -3.0, 2.8], [-0.7, 7.8, -1.6], [0.4, -2.2, 3.8], [2.6, -1.8, 1.1], [-1.5, -0.3, -3.6], [0.7, 0.2, 0.5], [-1.7, -1.5, -0.9], [4.8, -0.1, -4.9], [-1.6, 0.4, 2.8], [-3.5, -5.1, -1.8], [4.2, 0.7, 1.3], [-9.7, -3.6, -10.6], [-0.8, 3.6, -2.6], [-0.4, -0.4, 3.0], [-0.5, -2.7, 0.8], [-1.1, 6.6, -1.8], [1.7, 2.3, 3.6], [-14.0, 9.0, 6.3], [15.3, -5.8, -3.3], [-1.1, 0.1, -2.0], [-3.3, 1.1, -1.0], [0.4, -0.1, -1.6], [0.5, -0.2, 2.2], [-0.7, -4.3, -1.3], [3.3, -1.7, -0.3], [-0.5, -1.5, 1.2], [8.5, 1.0, 7.7], [-2.9, 1.3, 0.9], [0.4, -1.1, 0.1], [0.9, 0.6, -0.6], [2.1, -0.3, 1.2], [0.1, -0.5, -1.1], [1.4, -9.6, 0.5], [1.1, 0.7, 0.1], [-2.5, -4.0, -5.1], [-1.3, 1.5, 1.4], [-1.3, -1.3, 0.6], [-1.0, 7.8, -4.0]],
  "de_lowest_kj_mol": 2245.2,
  "homo_energy_ha": -0.3228,
  "max_force_ha_per_bohr": 0.346,
  "energy_ha": -1317.5415,
  "molar_mass_g_mol": 401.51
}

***

(2)
{
  "formula": "C21H31O4Zr",
  "method": "ωB97M-V/def2-TZVPD",
  "elements": ["O", "C", "C", "H", "H", "C", "H", "H", "C", "H", "H", "H", "C", "H", "H", "H", "Zr", "C", "C", "C", "H", "C", "C", "H", "H", "H", "H", "C", "C", "C", "H", "C", "C", "H", "H", "H", "H", "O", "C", "C", "H", "H", "C", "H", "H", "C", "H", "H", "H", "H", "C", "O", "C", "O", "H", "H", "H"],
  "positions_angstrom": [[0.95061, 0.89449, -2.67364], [1.13382, 2.14735, -3.48974], [0.39587, 1.54760, -4.66835], [2.20664, 2.33129, -3.66554], [0.66492, 2.98299, -2.97836], [0.52988, 0.19708, -3.93574], [0.85343, 1.64867, -5.65877], [-0.64341, 1.84959, -4.76402], [1.73482, -0.58808, -4.43047], [2.68125, -0.14407, -4.10371], [1.69529, -0.61810, -5.52664], [1.69196, -1.61296, -4.06898], [-0.76272, -0.59908, -3.84751], [-1.60176, -0.00335, -3.46732], [-0.66564, -1.49915, -3.22566], [-0.99520, -0.91411, -4.87474], [1.22529, 0.69500, -0.27198], [-1.18893, 0.70136, 0.35278], [-0.53051, 1.83415, 0.97046], [-0.48464, 2.88909, -0.03525], [-0.57462, 2.04435, 2.04372], [-1.19398, 2.45207, -1.16818], [-1.59767, 1.10222, -0.95555], [-2.26278, 0.54000, -1.62098], [-1.55619, -0.15823, 0.91047], [-0.06881, 3.88347, 0.13735], [-1.48737, 3.06917, -2.02403], [0.95630, -1.41260, 0.82563], [0.22160, -1.65134, -0.38631], [1.15033, -1.81157, -1.44260], [-0.85282, -1.80513, -0.47050], [2.44605, -1.53909, -0.94699], [2.34696, -1.31003, 0.47267], [3.18659, -1.29217, 1.16707], [0.55291, -1.50554, 1.83144], [0.91706, -2.28260, -2.38865], [3.36606, -1.51989, -1.53449], [4.04107, 2.74903, -3.51580], [4.27633, 2.76629, -4.94388], [5.33928, 3.80168, -5.32820], [3.32478, 3.01478, -5.43276], [4.58183, 1.75881, -5.25818], [5.67843, 4.50731, -4.00666], [4.95283, 4.51055, -6.06706], [6.20442, 3.28302, -5.75476], [4.92644, 3.74408, -2.91549], [5.31099, 5.53179, -4.04729], [6.75126, 4.53966, -3.85440], [4.32379, 4.46241, -2.34113], [5.64870, 3.20692, -2.28344], [0.68842, 0.57582, 4.11368], [1.53440, 1.43775, 3.15590], [1.48467, 1.29694, 1.88233], [2.46889, 1.63576, 1.11626], [0.56978, 1.20403, 5.00700], [1.23847, -0.36068, 4.30208], [-0.28598, 0.31244, 3.66990]],
  "forces_ev_per_a": [[0.2, 1.0, -0.2], [0.3, -0.1, 0.3], [-0.1, -0.1, 0.0], [-0.8, -0.1, 0.4], [0.0, 0.1, 0.0], [0.3, 0.0, -0.3], [0.1, -0.2, 0.3], [-0.1, 0.1, 0.2], [-0.3, -0.4, -0.4], [-0.2, 0.1, -0.2], [0.2, -0.1, 0.2], [0.2, 0.0, -0.1], [0.2, -0.1, 0.1], [0.4, -0.1, -0.2], [-0.1, 0.3, -0.3], [0.0, 0.0, 0.2], [-3.1, -0.4, 0.4], [0.1, 1.0, 0.1], [-1.8, 1.4, -0.9], [0.4, -0.8, 1.2], [0.2, -0.1, -0.6], [-0.5, -1.3, -0.1], [-0.3, 1.1, -0.1], [0.6, 0.2, 0.4], [0.2, 0.2, -0.3], [-0.2, -0.4, -0.1], [0.5, -0.4, 0.2], [0.5, -0.5, -0.5], [0.7, -0.7, 0.3], [-0.1, 0.1, 0.8], [0.4, 0.0, 0.1], [0.0, 0.2, 0.9], [-0.2, -1.0, -0.6], [-0.3, 0.4, -0.3], [0.1, 0.4, -0.3], [0.1, 0.7, 0.0], [-0.3, -0.1, 0.3], [1.5, 1.2, -0.6], [-0.5, -0.4, -0.3], [0.0, -0.3, 0.2], [0.1, -0.2, 0.0], [-0.2, 0.2, 0.1], [-0.4, 0.2, -0.5], [0.1, -0.2, 0.1], [-0.1, 0.3, 0.1], [0.2, -0.3, 0.3], [0.1, 0.0, 0.0], [0.1, 0.0, 0.2], [0.1, -0.5, 0.1], [-0.4, 0.2, 0.1], [0.3, 0.6, -1.2], [-0.2, -0.3, 1.5], [1.5, -2.7, -2.4], [0.2, 1.4, 1.5], [0.2, -0.4, -0.4], [0.0, 0.7, 0.0], [0.4, 0.4, 0.0]],
  "de_lowest_kj_mol": 454.7,
  "homo_energy_ha": -0.3755,
  "total_charge": 1,
  "max_force_ha_per_bohr": 0.075,
  "energy_ha": -1166.4755,
  "molar_mass_g_mol": 438.70
}

***

(3)
{
  "formula": "C21H32BIrN8",
  "method": "ωB97M-V/def2-TZVPD",
  "elements": ["Ir", "C", "C", "C", "C", "C", "C", "N", "N", "B", "N", "C", "C", "C", "N", "C", "C", "C", "N", "C", "C", "C", "N", "C", "C", "C", "H", "H", "H", "H", "H", "H", "H", "H", "H", "H", "H", "H", "H", "H", "H", "H", "H", "H", "H", "H", "H", "H", "H", "H", "H", "H", "H", "H", "N", "C", "C", "N", "C", "H", "H", "H", "H"],
  "positions_angstrom": [[-0.00510, 0.06901, 0.27732], [2.21273, 4.46485, -1.15367], [1.29085, 3.30267, -0.79133], [-0.18129, 3.72189, -0.87273], [1.53728, 2.11499, -1.66619], [2.18644, 2.01755, -2.88616], [2.05287, 0.69024, -3.27815], [1.37182, 0.02849, -2.34589], [1.05369, 0.88925, -1.34195], [0.85492, -1.42947, -2.31295], [-0.69830, -1.37094, -2.19501], [-1.62941, -1.87618, -2.99573], [-2.88655, -1.61192, -2.45870], [-2.65178, -0.92460, -1.28200], [-1.31176, -0.78371, -1.12677], [-3.61787, -0.40644, -0.26196], [-3.47912, -1.19104, 1.04642], [-5.05506, -0.45550, -0.77547], [1.41364, -2.15015, -1.07294], [2.14078, -3.27170, -1.01858], [2.36533, -3.59763, 0.30202], [1.72183, -2.61221, 1.04970], [1.14845, -1.73877, 0.20077], [1.66618, -2.52059, 2.54446], [3.08491, -2.45519, 3.12085], [0.82908, -1.35010, 3.03567], [2.04732, 5.29848, -0.47289], [3.26325, 4.18224, -1.09382], [2.00652, 4.82138, -2.16340], [1.51592, 2.99700, 0.23472], [-0.41282, 4.09240, -1.87164], [-0.86503, 2.89235, -0.66369], [-0.38496, 4.52279, -0.16181], [2.68800, 2.80158, -3.42413], [2.39535, 0.18444, -4.16585], [1.16647, -1.99935, -3.30762], [-1.34925, -2.39425, -3.89802], [-3.83733, -1.88784, -2.87677], [-3.35948, 0.64952, -0.09515], [-3.75851, -2.23307, 0.88892], [-2.45475, -1.18581, 1.43662], [-4.14155, -0.78586, 1.81255], [-5.36778, -1.48535, -0.95203], [-5.73058, -0.03149, -0.03435], [-5.17278, 0.10741, -1.70037], [2.44151, -3.76610, -1.92707], [2.91142, -4.44321, 0.68043], [1.20010, -3.44963, 2.88758], [3.59219, -1.54602, 2.79231], [3.04819, -2.45384, 4.20924], [3.68615, -3.30623, 2.80725], [1.30138, -0.40459, 2.74455], [-0.20111, -1.39043, 2.66730], [0.77848, -1.33939, 4.12397], [-1.60119, 2.68651, 3.18668], [-0.27121, 2.98137, 3.37095], [0.40850, 2.18327, 2.51466], [-0.50241, 1.40751, 1.81215], [-1.70981, 1.74053, 2.25596], [-2.37463, 3.10128, 3.68600], [0.06620, 3.70596, 4.09005], [1.47075, 2.09222, 2.37190], [-2.64374, 1.30934, 1.93618]],
  "forces_ev_per_a": [[-0.3, -0.2, -0.1], [0.0, 0.0, 0.0], [0.1, 0.0, 0.0], [0.0, 0.0, 0.0], [-0.1, 0.0, -0.1], [0.0, 0.0, 0.1], [-0.1, 0.0, 0.0], [0.1, -0.1, 0.1], [0.0, 0.1, 0.1], [0.0, 0.0, 0.0], [0.2, -0.1, 0.1], [0.0, 0.0, 0.0], [0.0, 0.0, 0.0], [-0.1, 0.0, 0.0], [0.0, 0.1, 0.0], [0.0, 0.1, 0.0], [0.0, 0.0, 0.0], [0.0, 0.0, 0.0], [0.0, 0.1, 0.1], [0.0, -0.1, 0.1], [0.0, 0.0, -0.1], [-0.1, 0.0, -0.1], [0.1, 0.0, 0.1], [0.0, 0.0, 0.0], [0.0, 0.0, 0.0], [0.1, 0.0, 0.0], [0.0, 0.0, 0.0], [0.0, 0.0, 0.0], [0.0, 0.0, 0.0], [0.0, 0.0, 0.0], [0.0, 0.0, 0.0], [0.0, 0.0, 0.0], [0.0, 0.0, 0.0], [0.0, 0.0, 0.0], [0.0, 0.0, 0.0], [0.0, 0.0, 0.0], [0.0, 0.0, 0.0], [0.0, 0.0, 0.0], [0.0, 0.0, 0.0], [0.0, 0.0, 0.0], [0.0, 0.0, 0.0], [0.0, 0.0, 0.0], [0.0, 0.0, 0.0], [0.0, 0.0, 0.0], [0.0, 0.0, 0.0], [0.0, 0.0, 0.0], [0.0, 0.0, 0.0], [0.0, 0.0, 0.0], [0.0, 0.0, 0.0], [0.0, 0.0, 0.0], [0.0, 0.0, 0.0], [0.0, 0.0, 0.0], [0.0, 0.0, 0.0], [0.0, 0.0, 0.0], [0.0, -0.1, -0.1], [0.1, 0.0, 0.0], [0.0, 0.0, 0.1], [0.2, 0.1, 0.0], [-0.2, -0.1, 0.0], [0.0, 0.0, 0.0], [0.0, 0.0, 0.0], [0.0, 0.0, 0.0], [0.0, 0.0, 0.0]],
  "de_lowest_kj_mol": 0.8,
  "spin_multiplicity": 5,
  "s_squared": 6.010,
  "homo_energy_ha": [-0.5508, -0.5500],
  "total_charge": 2,
  "max_force_ha_per_bohr": 0.007,
  "energy_ha": -1386.1117,
  "molar_mass_g_mol": 599.57
}

***

(4)
{
  "formula": "C21H32BN11Pd",
  "method": "ωB97M-V/def2-TZVPD",
  "elements": ["Pd", "C", "C", "C", "C", "C", "N", "N", "B", "N", "N", "C", "C", "C", "C", "C", "N", "N", "C", "C", "C", "C", "C", "H", "H", "H", "H", "H", "H", "H", "H", "H", "H", "H", "H", "H", "H", "H", "H", "H", "H", "H", "H", "H", "H", "C", "C", "C", "C", "N", "C", "N", "N", "N", "H", "H", "H", "H", "H", "H", "H", "H", "H", "H", "N", "C"],
  "positions_angstrom": [[0.02299, 0.93363, -0.78571], [4.68741, 0.22940, -1.61653], [3.92365, -0.98722, -1.20302], [4.34699, -2.31038, -0.96790], [3.19792, -2.99982, -0.61738], [3.03769, -4.44243, -0.25806], [2.18235, -2.11083, -0.63339], [2.61680, -0.89655, -0.99325], [0.67397, -2.24891, -0.34418], [0.39864, -1.49511, 0.99416], [0.37012, -0.14682, 1.05117], [0.47902, 0.20771, 2.32547], [0.58951, 1.64029, 2.72442], [0.54789, -0.94044, 3.12697], [0.50342, -2.00293, 2.23834], [0.59580, -3.46501, 2.53459], [-1.61895, -1.93159, -1.34989], [-1.87210, -0.61451, -1.24877], [-3.19599, -0.46606, -1.37604], [-3.81908, 0.89023, -1.39376], [-3.80595, -1.70977, -1.54080], [-2.76178, -2.63684, -1.52073], [-2.71541, -4.07756, -1.88897], [5.29457, 0.05234, -2.50881], [5.35958, 0.57550, -0.82484], [3.97225, 1.02794, -1.81790], [5.34070, -2.72565, -1.06149], [3.85360, -5.02468, -0.69215], [2.07518, -4.80612, -0.61997], [3.06425, -4.59003, 0.82677], [-0.78171, -3.61240, 0.10842], [0.74509, 2.23605, 1.82385], [1.44168, 1.78799, 3.39140], [-0.30675, 1.99814, 3.23546], [0.65340, -0.99528, 4.20018], [1.38015, -3.65245, 3.27122], [0.80507, -4.02341, 1.62454], [-0.34572, -3.83733, 2.94851], [-3.02700, 1.63140, -1.29839], [-4.53924, 1.03781, -0.58351], [-4.34143, 1.06426, -2.33958], [-4.85981, -1.91356, -1.66665], [-3.67483, -4.39218, -2.30276], [-2.43900, -4.72942, -1.05859], [-1.90157, -4.18378, -2.62126], [-2.26865, 2.93460, 1.20749], [-1.89818, 4.32038, 0.67462], [-0.93088, 5.04829, 1.60312], [-1.34405, 4.22456, -0.76825], [0.06125, 3.94093, -0.88493], [0.71220, 2.76226, -1.16048], [1.99144, 3.11230, -1.35056], [2.09192, 4.43383, -1.14761], [0.95691, 4.96269, -0.89055], [-2.44463, 2.96020, 2.28579], [-1.46492, 2.22749, 0.98697], [-3.16940, 2.56522, 0.71824], [-2.80938, 4.92686, 0.60170], [-0.01014, 4.47800, 1.72637], [-1.38343, 5.17742, 2.58959], [-0.65664, 6.02655, 1.20397], [-1.51381, 5.17462, -1.28009], [-1.86945, 3.43524, -1.30794], [0.08596, 1.99840, -2.00234], [0.00114, -3.61181, -0.55777], [-0.29061, -2.44163, -1.53854]],
  "forces_ev_per_a": [[-0.7, -0.1, -0.7], [0.0, 0.0, 0.1], [-0.2, -0.2, 0.1], [0.2, 0.0, -0.1], [0.0, 0.1, 0.1], [-0.1, 0.1, 0.0], [0.2, -0.4, 0.0], [0.2, 0.4, -0.1], [0.0, -0.4, -0.3], [-0.2, -0.3, 0.2], [0.2, 0.0, 0.3], [0.0, -0.1, 0.0], [0.0, 0.0, -0.1], [0.0, 0.0, 0.0], [0.1, 0.2, 0.1], [0.0, 0.0, -0.1], [-0.2, -0.4, -0.2], [0.4, 0.2, 0.2], [0.0, -0.2, -0.1], [0.1, 0.0, -0.1], [-0.2, 0.0, 0.0], [0.1, 0.2, 0.1], [0.3, 0.2, 0.0], [0.0, 0.0, 0.0], [0.0, 0.0, 0.0], [0.0, 0.0, 0.0], [0.0, 0.0, 0.0], [0.0, 0.0, 0.0], [0.0, 0.0, 0.0], [0.0, 0.0, 0.0], [0.1, -0.2, 0.0], [0.0, 0.0, 0.0], [0.0, 0.0, 0.0], [0.0, 0.0, 0.0], [0.0, 0.0, 0.0], [0.0, 0.0, 0.0], [0.0, 0.0, 0.0], [0.0, 0.0, 0.0], [0.0, 0.0, 0.0], [0.0, 0.0, 0.0], [0.0, 0.0, 0.0], [0.0, 0.0, 0.0], [0.0, 0.0, 0.0], [-0.1, 0.0, 0.0], [-0.1, -0.1, 0.0], [0.0, 0.2, -0.1], [0.1, -0.1, -0.1], [0.0, 0.0, 0.0], [-0.2, 0.1, 0.2], [0.4, -0.1, -0.1], [0.3, 0.6, 0.6], [0.2, -0.1, 0.1], [0.0, 0.2, -0.2], [-0.2, -0.1, 0.2], [0.0, 0.0, 0.0], [-0.1, -0.1, 0.1], [0.0, 0.0, 0.0], [0.0, 0.0, 0.0], [0.0, 0.0, 0.0], [0.0, 0.0, 0.0], [0.0, 0.0, 0.0], [0.0, 0.0, 0.0], [0.0, 0.0, 0.0], [-0.4, -0.4, -0.4], [-0.2, 0.7, 0.1], [0.0, -0.1, 0.1]],
  "homo_energy_ha": 0.0266,
  "total_charge": -2,
  "max_force_ha_per_bohr": 0.019,
  "energy_ha": -1574.4056,
  "molar_mass_g_mol": 555.80
}